# 1
ORCA calculation (ωB97M-V/def2-TZVPD) on a structure of composition C14H21N6O2PdS.

## Properties
frontier orbital gap (alpha / beta)	6.81 / 6.81	eV

ORCA input file:
```
! wB97M-V def2-TZVPD RIJCOSX def2/J DEFGRID3
* xyz 1 1
Pd 0.18 1.95 1.03
N -1.98 1.55 1.86
C -2.94 2.50 1.25
C -2.83 3.86 1.92
C -1.51 4.55 1.59
N -0.36 3.83 2.17
H -2.22 0.61 1.57
H -2.06 1.59 2.87
H -3.96 2.13 1.35
H -2.70 2.59 0.19
H -2.92 3.74 3.01
H -3.65 4.50 1.60
H -1.54 5.58 1.95
H -1.37 4.57 0.51
H -0.44 3.77 3.18
H 0.50 4.32 1.95
N 2.23 0.96 -0.39
N 3.20 1.95 -0.38
C 2.95 3.16 0.26
O 3.82 4.01 0.27
O 1.78 3.29 0.81
H 2.54 0.12 0.08
H 1.94 0.73 -1.34
H 4.08 1.81 -0.83
S -1.42 -4.24 -1.26
C -0.99 -2.61 -0.68
C -1.11 -1.50 -1.52
C -0.76 -0.25 -1.03
N -0.31 -0.07 0.21
C -0.19 -1.13 1.02
C -0.52 -2.41 0.61
C 0.23 -4.68 -1.84
C 0.60 -4.40 -3.14
C 1.88 -4.77 -3.55
N 2.75 -5.37 -2.74
C 2.38 -5.63 -1.49
C 1.13 -5.30 -0.98
H -1.47 -1.61 -2.53
H -0.83 0.63 -1.65
H 0.19 -0.93 2.02
H -0.42 -3.24 1.30
H -0.08 -3.93 -3.84
H 2.22 -4.58 -4.56
H 3.12 -6.12 -0.87
H 0.86 -5.54 0.04
*
```

So, what does the Mulliken scheme give us? The charges, in e, come out as: number 1, Pd, carries 0.982; number 2, N, carries -0.423; number 3, C, carries -0.519; number 4, C, carries -0.588; number 5, C, carries -0.550; number 6, N, carries -0.453; number 7, H, carries 0.333; number 8, H, carries 0.186; number 9, H, carries 0.436; number 10, H, carries 0.245; number 11, H, carries 0.295; number 12, H, carries 0.343; number 13, H, carries 0.410; number 14, H, carries 0.300; number 15, H, carries 0.195; number 16, H, carries 0.407; number 17, N, carries -0.329; number 18, N, carries -0.278; number 19, C, carries 0.462; number 20, O, carries -0.624; number 21, O, carries -0.590; number 22, H, carries 0.222; number 23, H, carries 0.222; number 24, H, carries 0.209; number 25, S, carries -0.088; number 26, C, carries 0.264; number 27, C, carries -0.601; number 28, C, carries -0.637; number 29, N, carries 0.222; number 30, C, carries -0.638; number 31, C, carries -0.604; number 32, C, carries 0.390; number 33, C, carries -0.203; number 34, C, carries -0.392; number 35, N, carries -0.538; number 36, C, carries -0.388; number 37, C, carries -0.197; number 38, H, carries 0.461; number 39, H, carries 0.569; number 40, H, carries 0.538; number 41, H, carries 0.453; number 42, H, carries 0.382; number 43, H, carries 0.366; number 44, H, carries 0.364; number 45, H, carries 0.383

# 2
ORCA calculation (ωB97M-V/def2-TZVPD) on a cluster of 10 separate species, C35H60O30 in total.

## Properties
frontier orbital gap	10.23	eV
SMILES	C[C@H]1COC(=O)O1.C[C@H]1COC(=O)O1.C[C@H]1COC(=O)O1.C[C@H]1COC(=O)O1.C[C@H]1COC(=O)O1.COC(=O)OC.COC(=O)OC.COC(=O)OC.COC(=O)OC.COC(=O)OC

ORCA input file:
```
! wB97M-V def2-TZVPD RIJCOSX def2/J DEFGRID3
* xyz 0 1
C 2.84 -6.39 -1.36
C 2.13 -5.25 -0.59
C 0.78 -4.85 -1.18
O -0.09 -5.34 -0.15
C 0.60 -5.66 0.97
O 0.10 -6.01 2.11
O 1.97 -5.59 0.70
H 2.71 -6.26 -2.43
H 2.27 -7.30 -1.14
H 3.88 -6.57 -1.10
H 2.63 -4.29 -0.63
H 0.53 -5.34 -2.12
H 0.56 -3.80 -1.36
C 4.20 7.01 3.13
C 3.66 6.39 1.85
C 4.16 6.98 0.51
O 4.71 5.94 -0.27
C 4.81 4.89 0.54
O 5.13 3.79 0.11
O 4.22 5.12 1.72
H 3.81 6.38 3.93
H 3.84 8.01 3.39
H 5.28 6.88 3.24
H 2.58 6.22 1.85
H 5.08 7.51 0.78
H 3.43 7.52 -0.09
C -4.84 1.43 -4.55
C -3.99 2.67 -4.30
C -2.49 2.35 -4.51
O -2.12 3.27 -5.46
C -3.07 4.02 -5.85
O -2.86 5.00 -6.66
O -4.21 3.67 -5.26
H -4.64 0.92 -5.49
H -5.89 1.65 -4.72
H -4.69 0.65 -3.80
H -4.13 3.13 -3.32
H -2.34 1.37 -4.96
H -1.94 2.47 -3.58
C -3.01 3.54 6.79
C -1.76 3.18 6.06
C -1.31 4.41 5.32
O -0.05 4.67 5.86
C 0.29 3.65 6.75
O 1.37 3.56 7.25
O -0.76 2.82 6.98
H -3.04 4.51 7.30
H -3.22 2.80 7.56
H -3.89 3.62 6.15
H -1.89 2.40 5.31
H -1.98 5.26 5.39
H -1.20 4.23 4.26
C 3.41 -1.10 5.97
C 3.51 -0.89 4.47
C 3.88 0.50 3.91
O 4.68 0.10 2.78
C 5.01 -1.11 2.77
O 5.67 -1.71 1.96
O 4.44 -1.73 3.82
H 4.33 -0.81 6.49
H 3.03 -2.09 6.22
H 2.66 -0.44 6.41
H 2.49 -1.17 4.22
H 4.41 1.15 4.60
H 2.90 0.92 3.65
C 4.95 -1.66 -2.94
O 5.50 -2.94 -3.11
C 5.62 -3.49 -4.33
O 5.55 -2.92 -5.38
O 5.82 -4.79 -4.16
C 6.18 -5.61 -5.26
H 5.69 -0.90 -2.65
H 4.15 -1.83 -2.23
H 4.64 -1.31 -3.92
H 7.03 -5.32 -5.88
H 5.37 -5.69 -5.98
H 6.58 -6.55 -4.86
C -6.75 -1.98 -0.54
O -5.96 -0.87 -0.03
C -6.41 0.02 0.84
O -7.43 -0.01 1.48
O -5.42 0.90 0.90
C -5.56 1.97 1.81
H -6.04 -2.78 -0.74
H -7.25 -1.65 -1.45
H -7.42 -2.38 0.22
H -5.64 1.51 2.80
H -6.49 2.51 1.62
H -4.65 2.55 1.68
C 2.23 4.30 -9.22
O 2.73 3.13 -8.57
C 3.43 3.04 -7.50
O 4.03 2.06 -7.19
O 3.53 4.27 -6.91
C 3.99 4.33 -5.56
H 3.01 4.74 -9.84
H 1.65 4.94 -8.55
H 1.48 4.04 -9.96
H 4.97 3.93 -5.29
H 3.46 3.71 -4.84
H 4.07 5.35 -5.19
C -8.04 -7.30 0.67
O -7.55 -6.65 1.77
C -6.65 -7.32 2.61
O -6.22 -8.50 2.48
O -6.31 -6.43 3.57
C -5.32 -6.74 4.51
H -7.36 -7.16 -0.18
H -8.96 -6.90 0.25
H -8.19 -8.37 0.77
H -4.44 -6.14 4.26
H -5.15 -7.82 4.54
H -5.55 -6.57 5.56
C 0.57 1.21 -0.32
O -0.48 0.34 -0.20
C -0.81 -0.07 1.07
O -0.37 0.49 2.06
O -1.73 -1.11 1.02
C -2.26 -1.67 2.09
H 0.56 1.97 0.46
H 0.51 1.79 -1.24
H 1.60 0.89 -0.20
H -2.89 -2.50 1.78
H -2.69 -0.79 2.55
H -1.48 -2.16 2.67
*
```

Mulliken atomic charge list, values in e, 99 entries: number 1, C, carries -1.320; number 2, C, carries 0.589; number 3, C, carries -0.446; number 4, O, carries -0.316; number 5, C, carries 0.624; number 6, O, carries -0.603; number 7, O, carries -0.316; number 8, H, carries 0.346; number 9, H, carries 0.374; number 10, H, carries 0.317; number 11, H, carries 0.220; number 12, H, carries 0.274; number 13, H, carries 0.257; number 14, C, carries -1.339; number 15, C, carries 0.400; number 16, C, carries -0.498; number 17, O, carries -0.317; number 18, C, carries 0.667; number 19, O, carries -0.575; number 20, O, carries -0.317; number 21, H, carries 0.354; number 22, H, carries 0.363; number 23, H, carries 0.349; number 24, H, carries 0.298; number 25, H, carries 0.313; number 26, H, carries 0.301; number 27, C, carries -1.528; number 28, C, carries 0.544; number 29, C, carries -0.403; number 30, O, carries -0.277; number 31, C, carries 0.698; number 32, O, carries -0.638; number 33, O, carries -0.354; number 34, H, carries 0.385; number 35, H, carries 0.371; number 36, H, carries 0.400; number 37, H, carries 0.278; number 38, H, carries 0.289; number 39, H, carries 0.235; number 40, C, carries -1.531; number 41, C, carries 0.703; number 42, C, carries -0.450; number 43, O, carries -0.346; number 44, C, carries 0.619; number 45, O, carries -0.521; number 46, O, carries -0.357; number 47, H, carries 0.384; number 48, H, carries 0.351; number 49, H, carries 0.394; number 50, H, carries 0.214; number 51, H, carries 0.291; number 52, H, carries 0.251; number 53, C, carries -1.472; number 54, C, carries 0.631; number 55, C, carries -0.187; number 56, O, carries -0.266; number 57, C, carries 0.678; number 58, O, carries -0.612; number 59, O, carries -0.403; number 60, H, carries 0.362; number 61, H, carries 0.352; number 62, H, carries 0.381; number 63, H, carries 0.053; number 64, H, carries 0.265; number 65, H, carries 0.222; number 66, C, carries -0.589; number 67, O, carries -0.261; number 68, C, carries 0.746; number 69, O, carries -0.548; number 70, O, carries -0.301; number 71, C, carries -0.707; number 72, H, carries 0.262; number 73, H, carries 0.114; number 74, H, carries 0.398; number 75, H, carries 0.323; number 76, H, carries 0.302; number 77, H, carries 0.265; number 78, C, carries -0.693; number 79, O, carries -0.240; number 80, C, carries 0.700; number 81, O, carries -0.562; number 82, O, carries -0.198; number 83, C, carries -0.696; number 84, H, carries 0.219; number 85, H, carries 0.288; number 86, H, carries 0.353; number 87, H, carries 0.312; number 88, H, carries 0.330; number 89, H, carries 0.191; number 90, C, carries -0.621; number 91, O, carries -0.336; number 92, C, carries 0.784; number 93, O, carries -0.551; number 94, O, carries -0.322; number 95, C, carries -0.678; number 96, H, carries 0.285; number 97, H, carries 0.308; number 98, H, carries 0.256; number 99, H, carries 0.310

# 3
ORCA calculation (ωB97M-V/def2-TZVPD) on a structure of composition C7H12.

## Properties
frontier orbital gap	5.63	eV

ORCA input file:
```
! wB97M-V def2-TZVPD RIJCOSX def2/J DEFGRID3
* xyz 0 1
C 2.10 1.27 0.69
C 1.52 -0.07 0.44
C -0.40 0.27 0.14
C -0.76 1.52 -0.35
C -1.01 -0.74 1.06
C -0.50 -1.03 -0.35
C -1.26 -1.35 -1.56
H 3.13 1.30 0.35
H 1.63 1.99 0.02
H 2.00 1.64 1.71
H 1.42 -0.76 1.26
H 1.79 -0.52 -0.51
H -0.73 1.65 -1.42
H -1.41 2.15 0.23
H -2.05 -0.56 1.29
H -0.40 -1.23 1.80
H -0.79 -0.92 -2.45
H -2.25 -0.88 -1.52
H -1.38 -2.42 -1.77
*
```

So, what does the Mulliken scheme give us? The charges, in e, come out as: number 1, C, carries -1.072; number 2, C, carries -0.330; number 3, C, carries 0.546; number 4, C, carries -1.286; number 5, C, carries -0.827; number 6, C, carries 0.536; number 7, C, carries -1.345; number 8, H, carries 0.359; number 9, H, carries 0.358; number 10, H, carries 0.303; number 11, H, carries 0.336; number 12, H, carries 0.392; number 13, H, carries 0.261; number 14, H, carries 0.297; number 15, H, carries 0.312; number 16, H, carries 0.178; number 17, H, carries 0.292; number 18, H, carries 0.357; number 19, H, carries 0.334

# 4
ORCA calculation (ωB97M-V/def2-TZVPD) on a cluster of 4 separate species, C3H14O3S in total.

## Properties
frontier orbital gap	8.98	eV
SMILES	CCCS.O.O.O

ORCA input file:
```
! wB97M-V def2-TZVPD RIJCOSX def2/J DEFGRID3
* xyz 0 1
C 0.99 -1.27 -1.75
C 0.78 -0.29 -0.61
C 0.47 -1.13 0.68
S 1.88 -1.26 1.80
H 2.02 -1.61 -1.85
H 0.63 -0.93 -2.72
H 0.46 -2.21 -1.59
H 1.56 0.44 -0.39
H -0.10 0.33 -0.77
H 0.08 -2.10 0.42
H -0.28 -0.53 1.19
H 1.38 -0.55 2.80
H 0.91 2.31 2.74
H -0.57 1.90 3.06
O 0.03 2.18 2.37
H -2.94 0.88 1.68
H -3.32 -0.20 0.65
O -3.20 -0.04 1.59
H 0.35 1.32 -3.63
H -0.83 1.73 -2.65
O -0.31 1.00 -3.01
*
```

So, what does the Mulliken scheme give us? The charges, in e, come out as: number 1, C, carries -1.111; number 2, C, carries -0.057; number 3, C, carries -0.525; number 4, S, carries -0.244; number 5, H, carries 0.291; number 6, H, carries 0.301; number 7, H, carries 0.302; number 8, H, carries 0.391; number 9, H, carries 0.053; number 10, H, carries 0.355; number 11, H, carries 0.199; number 12, H, carries 0.085; number 13, H, carries 0.304; number 14, H, carries 0.312; number 15, O, carries -0.617; number 16, H, carries 0.310; number 17, H, carries 0.314; number 18, O, carries -0.640; number 19, H, carries 0.302; number 20, H, carries 0.289; number 21, O, carries -0.612

Results for maximum force: 4.47; 7.99; 1.63; 1.92 (in eV/Å, following the order of the records).
Results for ΔE to the lowest compared entry with this formula, charge and spin: 55.20; 158.10; 158.53; 26.49 (in kcal per mole, following the order of the records).
Results for calculated total energy: -42202.3141; -98687.6121; -7446.5568; -20315.0865 (in eV, following the order of the records).